72
Properties=species:S:1:pos:R:3:lowdin_charge:R:1 method="wB97M-V/def2-TZVPD" smiles="CCOC(=O)C1CCN([C@H](c2cc3c(C)ccc(C)c3[nH]c2=O)c2nnnn2C2CCCCC2)CC1" gap_ev=8.51 max_force_ev_per_a=1.356 total_energy_ev=-43667.9412 e_lumo_ev=-0.023 e_above_lowest_kj_mol=7.0 homo_ev=-8.53
C -1.67565 -2.10582 -5.36997 -0.05
C -0.17445 -1.86375 -5.31418 -0.21
O 0.14797 -0.84859 -4.36397 -0.02
C 0.09565 0.42253 -4.77886 -0.47
O -0.16004 0.75207 -5.90710 0.12
C 0.38045 1.38092 -3.63896 -0.21
C 1.68632 1.01751 -2.92399 -0.11
C 1.85679 1.86092 -1.65564 -0.16
N 0.73750 1.77571 -0.73896 -0.10
C 0.59048 0.50621 -0.02950 -0.20
C -0.41878 0.69425 1.08544 -0.08
C -0.21480 1.60420 2.06366 0.08
C -1.16039 1.81377 3.11053 -0.09
C -0.95877 2.75098 4.14593 -0.22
C 0.28618 3.57885 4.19387 -0.04
C -1.93559 2.88316 5.10917 -0.04
C -3.09759 2.11715 5.07359 -0.03
C -3.32408 1.19086 4.07716 -0.21
C -4.57825 0.36745 4.04831 -0.05
C -2.33866 1.04054 3.08671 -0.13
N -2.50371 0.13235 2.07271 0.19
C -1.62185 -0.11767 1.05207 -0.42
O -1.87838 -0.96997 0.21059 0.04
C 1.86932 0.09462 0.61020 -0.24
N 2.65973 0.89651 1.29321 0.08
N 3.65258 0.15243 1.75317 -0.04
N 3.51858 -1.05468 1.40054 0.04
N 2.40092 -1.15457 0.66921 -0.01
C 2.00926 -2.46086 0.18835 -0.26
C 1.91671 -2.53985 -1.33507 -0.14
C 1.66338 -3.98824 -1.74452 -0.19
C 0.37502 -4.49838 -1.10519 -0.20
C 0.45285 -4.39013 0.41489 -0.19
C 0.70744 -2.94310 0.82909 -0.13
C -0.48181 2.17904 -1.41379 -0.15
C -0.79972 1.34041 -2.65706 -0.11
H -1.88848 -2.92840 -6.04657 0.08
H -2.05439 -2.35081 -4.38041 0.08
H -2.18092 -1.21298 -5.73015 0.08
H 0.19990 -1.56047 -6.29718 0.12
H 0.35610 -2.75509 -4.97158 0.12
H 0.45986 2.38709 -4.06279 0.16
H 1.67123 -0.04085 -2.66660 0.09
H 2.53346 1.18917 -3.59052 0.13
H 2.76837 1.57408 -1.12993 0.11
H 1.95294 2.91553 -1.93101 0.13
H 0.22806 -0.30735 -0.67500 0.12
H 0.69827 2.17829 2.03808 0.11
H 1.17002 2.94436 4.23268 0.09
H 0.36420 4.20548 3.30670 0.09
H 0.28048 4.22037 5.07114 0.08
H -1.80184 3.59413 5.91079 0.11
H -3.83945 2.25130 5.84718 0.11
H -5.13983 0.54259 3.13006 0.09
H -5.21579 0.62846 4.88849 0.08
H -4.34857 -0.69652 4.11567 0.09
H -3.35069 -0.42238 2.05936 0.15
H 2.82862 -3.11021 0.52278 0.15
H 1.08709 -1.93064 -1.69662 0.10
H 2.84268 -2.17266 -1.78435 0.13
H 1.59292 -4.05144 -2.83194 0.10
H 2.50276 -4.61114 -1.42674 0.12
H 0.20214 -5.53613 -1.39587 0.11
H -0.46763 -3.90255 -1.46186 0.12
H -0.48157 -4.73493 0.85986 0.11
H 1.25924 -5.02662 0.78754 0.12
H 0.78253 -2.86697 1.91669 0.13
H -0.12969 -2.32771 0.49807 0.09
H -1.31230 2.12039 -0.70682 0.12
H -0.35464 3.22670 -1.70234 0.13
H -1.69681 1.73099 -3.14032 0.13
H -1.00133 0.30855 -2.36446 0.11


77
Properties=species:S:1:pos:R:3:lowdin_charge:R:1 method="wB97M-V/def2-TZVPD" gap_ev=2.45 max_force_ev_per_a=9.251 total_energy_ev=-122089.2158 charge=+1 e_lumo_ev=-7.026 homo_ev=-9.47
C -5.50301 -4.68197 -1.50978 -0.02
C -6.28276 -3.39841 -1.38987 0.02
C -6.29473 -2.66836 0.11407 -0.25
O -7.38692 -2.02462 0.60003 0.01
O -5.11016 -2.66756 1.01310 -0.14
C -4.34333 -1.42014 0.70029 -0.16
C -2.79463 -1.49453 1.23369 -0.16
C -2.54082 -2.61031 2.41070 -0.20
C -1.06914 -2.36063 3.16536 -0.19
C 0.06112 -2.97065 2.14366 -0.22
C 1.55441 -2.30680 2.28498 -0.15
C 1.84610 -1.05421 1.24822 -0.02
C 1.90266 -1.40674 -0.38552 -0.03
C 1.71992 -2.91102 -1.01112 -0.09
B 3.17636 -3.68925 -1.30902 -0.40
O 4.48638 -3.15058 -0.85134 0.04
O 3.11063 -4.95550 -2.11012 0.02
C 2.18299 -0.16852 -1.47408 -0.09
N 2.25401 -0.44658 -2.96014 -0.07
C 0.97331 -0.10231 -3.68697 -0.27
C -0.37229 -0.07944 -2.74797 -0.13
C 2.43249 1.39920 -0.96676 -0.08
N 2.71583 2.41358 -2.03882 0.07
C 2.95206 3.77988 -1.46068 -0.02
C 2.86624 4.10969 0.12903 -0.13
C 3.10712 5.69256 0.58746 -0.04
C 1.88871 6.56814 -0.13298 -0.23
O 0.88600 6.94436 0.68075 0.02
O 2.01237 6.89877 -1.56151 -0.02
C 0.85011 6.44855 -2.34399 -0.26
C 1.11314 5.63055 -3.77641 -0.03
O -0.43887 6.67123 -2.04172 0.00
N 2.59024 3.11884 1.22391 0.11
C 2.39584 1.75600 0.62000 -0.09
C 2.09983 0.51016 1.69094 -0.04
C 2.09866 0.87513 3.30529 -0.23
C 0.74886 1.64915 3.82142 -0.65
C -0.48909 1.68064 2.74409 -0.17
Br 0.10118 0.64892 5.47723 0.57
H -5.58696 -5.54631 -0.70653 -0.03
H -4.83096 -4.82052 -2.47201 0.10
H -6.80629 -2.93936 -2.33774 0.14
H -4.88639 -0.46721 1.12217 0.15
H -4.30511 -1.35582 -0.48140 0.13
H -2.46346 -0.43828 1.61964 0.11
H -2.11367 -1.77911 0.30114 0.11
H -3.42662 -2.72430 3.17723 0.12
H -2.41442 -3.65577 1.85117 0.11
H -0.91851 -1.23619 3.45759 0.06
H -1.15510 -2.97948 4.18267 0.13
H -0.35419 -2.83563 1.05020 0.08
H 0.14451 -4.14423 2.33732 0.13
H 2.34017 -3.17336 2.04619 0.13
H 1.70939 -2.04342 3.41613 0.11
H 1.14925 -2.84235 -2.05318 0.11
H 1.10300 -3.65535 -0.35222 0.10
H 4.75300 -2.51110 -1.58832 0.12
H 2.89679 -4.68785 -3.05809 0.11
H 2.60905 -1.40210 -3.18198 0.09
H 0.76935 -0.83832 -4.60405 0.12
H 1.07546 0.97813 -4.18334 0.11
H -0.41953 -1.03861 -2.05687 0.06
H -0.35087 0.93253 -2.14557 0.08
H -1.30222 -0.14161 -3.47766 0.08
H 3.20092 4.66091 -2.20045 0.10
H 4.18015 6.05810 0.29520 0.13
H 2.98175 5.75412 1.75918 0.14
H 2.26071 5.56220 -4.04664 0.09
H 0.55369 6.18304 -4.64330 0.10
H 0.62385 4.55126 -3.67608 0.10
H 2.32301 -0.03608 4.00389 0.08
H 3.00067 1.63862 3.46672 0.12
H 1.00892 2.73926 4.22599 0.11
H -0.39825 2.52202 1.92438 0.09
H -1.46962 1.95420 3.36751 0.08
H -0.67494 0.60923 2.30586 0.05
Ag -6.30737 -7.07851 -0.08019 0.92


70
Properties=species:S:1:pos:R:3:lowdin_charge:R:1 method="wB97M-V/def2-TZVPD" gap_ev="5.63 / 5.63" max_force_ev_per_a=1.056 total_energy_ev=-66103.6904 charge=+2 e_lumo_ev="-8.256 / -8.258" e_above_lowest_kj_mol=89.5 homo_ev="-13.89 / -13.89"
Au -0.60861 0.74771 0.64805 0.83
C -5.60864 -0.33829 5.04628 -0.03
C -5.79143 -1.05370 3.86982 -0.04
C -4.77158 -1.12447 2.93654 -0.07
C -3.55413 -0.49578 3.20762 -0.36
C -3.37855 0.24833 4.37915 -0.08
C -4.40649 0.31374 5.30063 -0.05
P -2.22069 -0.61373 2.03718 1.06
C -2.44789 -2.04489 0.97697 -0.41
C -2.72053 -1.87451 -0.37717 -0.13
C -2.90619 -2.98339 -1.19021 -0.06
C -2.82004 -4.25661 -0.64845 -0.04
C -2.55412 -4.42945 0.70678 -0.06
C -2.37281 -3.32694 1.52370 -0.08
C -0.67116 -0.79848 2.93178 -0.41
C -0.32545 -1.46575 4.10033 -0.04
C 0.99911 -1.41740 4.51446 -0.03
C 1.94811 -0.70621 3.78525 -0.03
C 1.60830 -0.02288 2.61801 -0.10
C 0.29392 -0.10894 2.23120 -0.34
H -6.41230 -0.27969 5.76793 0.12
H -6.73015 -1.55487 3.67870 0.12
H -4.91430 -1.67673 2.01659 0.11
H -2.44606 0.76565 4.57103 0.11
H -4.27566 0.87485 6.21551 0.12
H -2.80307 -0.87895 -0.79964 0.09
H -3.13102 -2.85239 -2.23984 0.12
H -2.97134 -5.12192 -1.27992 0.12
H -2.50279 -5.42552 1.12610 0.12
H -2.17798 -3.46484 2.58089 0.11
H -1.07301 -1.98965 4.68270 0.13
H 1.29678 -1.92447 5.42211 0.12
H 2.97275 -0.67268 4.13079 0.13
H 2.35156 0.54016 2.07243 0.08
C 2.49597 -2.38249 -3.51230 -0.18
Si 2.56016 -0.58709 -4.00525 0.42
C 4.26772 0.11527 -3.73496 -0.18
C 1.96197 -0.32637 -5.74680 -0.17
C 1.31969 0.44303 -2.94765 -0.55
Te 1.85718 0.72136 -0.93959 1.33
C 2.88565 2.52986 -1.22929 -0.55
Si 1.83867 4.14360 -1.21103 0.41
C 3.04188 5.51981 -1.53340 -0.17
C 1.06710 4.25923 0.48731 -0.18
C 0.53106 4.02408 -2.53730 -0.18
H 2.88427 -2.98191 -4.33896 0.05
H 1.48073 -2.72707 -3.30798 0.02
H 3.11537 -2.59450 -2.63846 0.03
H 5.00293 -0.51868 -4.23601 0.05
H 4.55419 0.15161 -2.68035 0.02
H 4.37289 1.11801 -4.15502 0.04
H 2.50210 -0.99125 -6.42456 0.05
H 2.13116 0.69698 -6.08615 0.04
H 0.89816 -0.54721 -5.85239 0.04
H 0.33192 -0.01819 -2.97868 0.02
H 1.26029 1.44365 -3.37813 0.00
H 3.40916 2.42055 -2.18080 0.01
H 3.62285 2.59565 -0.42711 0.02
H 3.81958 5.56028 -0.76871 0.04
H 2.53294 6.48600 -1.53438 0.05
H 3.52609 5.40415 -2.50480 0.04
H 1.82821 4.27890 1.27058 0.04
H 0.38701 3.42770 0.69558 -0.03
H 0.48372 5.17761 0.58089 0.05
H 0.97008 3.91403 -3.53113 0.04
H -0.05954 4.94309 -2.55192 0.05
H -0.16966 3.19985 -2.37681 0.02
N 0.81646 -3.20780 -0.05218 0.14
C 0.56844 -2.20513 -0.57751 -0.09
H 1.02906 -4.07391 0.40196 0.10